1) Formula: CH3NO3S
Source: the Open Molecules 2025 dataset
Level of theory: ωB97M-V/def2-TZVPD

HOMO energy: -9.20 eV
LUMO level: -1.143 eV
Gap between HOMO and LUMO: 8.05 eV

```
9
CH3NO3S, DFT ωB97M-V/def2-TZVPD
S 0.55 -2.50 -1.00
O 1.28 0.30 0.75
O -0.55 -1.57 -1.00
O 1.15 -2.75 -2.27
N 0.21 0.83 0.37
C -0.64 1.49 1.07
H -0.46 1.62 2.12
H -1.52 1.88 0.60
H -0.01 0.70 -0.64
```


2) Formula: CH3NO3S
Source: the Open Molecules 2025 dataset
Level of theory: ωB97M-V/def2-TZVPD

HOMO energy: -10.37 eV
LUMO level: -0.062 eV
Gap between HOMO and LUMO: 10.31 eV

```
9
CH3NO3S, DFT ωB97M-V/def2-TZVPD
S 1.21 1.34 0.80
O 1.70 2.26 -0.11
O 1.94 0.03 0.87
O -0.43 -1.71 0.39
N -0.54 0.40 -0.59
C -1.03 -0.78 -0.37
H -1.23 1.01 -1.03
H 0.35 -1.43 0.93
H -1.95 -1.11 -0.89
```


The computed energies, referenced to the most stable structure and given in kcal/mol, are 1) 45.5; 2) 0.0.


1) Formula: CH3NO3S
Source: the Open Molecules 2025 dataset
Level of theory: ωB97M-V/def2-TZVPD

HOMO energy (alpha / beta): -9.51 / -9.51 eV
LUMO level (alpha / beta): -1.325 / -1.325 eV
Gap between HOMO and LUMO (alpha / beta): 8.18 / 8.18 eV

```
9
CH3NO3S, DFT ωB97M-V/def2-TZVPD
S 2.98 0.08 0.05
O 0.40 0.82 -0.59
O 3.39 1.42 0.00
O 3.99 -0.98 0.14
N -0.68 0.22 -0.03
C 1.66 -0.44 -0.69
H 1.21 -1.37 -0.28
H -0.58 0.38 0.99
H -1.55 0.64 -0.31
```


2) Formula: CH3NO3S
Source: the Open Molecules 2025 dataset
Level of theory: ωB97M-V/def2-TZVPD

HOMO energy: -9.10 eV
LUMO level: 0.099 eV
Gap between HOMO and LUMO: 9.20 eV

```
9
CH3NO3S, DFT ωB97M-V/def2-TZVPD
S 0.74 -1.64 -0.17
O -0.04 2.55 0.17
O 0.71 -2.95 0.51
O -0.65 -0.88 0.52
N 0.07 1.21 0.06
C -0.81 0.42 0.64
H -0.98 2.62 0.23
H 0.77 0.72 -0.59
H 0.18 -2.05 -1.37
```


The computed energies, referenced to the most stable structure and given in kcal/mol, are 1) 21.0; 2) 0.0.


1) Formula: C6H8NO
Source: the Open Molecules 2025 dataset
Level of theory: ωB97M-V/def2-TZVPD

HOMO energy: -13.98 eV
Charge: +1
LUMO level: -3.412 eV
Gap between HOMO and LUMO: 10.57 eV

```
16
C6H8NO, DFT ωB97M-V/def2-TZVPD
O 1.63 -1.77 0.11
N -0.76 0.80 -0.25
C 0.68 -1.10 -0.14
C 1.91 1.25 -0.59
C -1.53 -0.38 0.27
C 1.70 1.23 0.70
C -0.76 -1.57 -0.17
C 0.75 0.44 -0.08
H -0.94 -2.43 0.64
H -1.08 0.96 -1.18
H -2.49 -0.20 -0.01
H -1.01 -1.92 -1.10
H -1.65 -0.18 1.41
H 2.52 1.46 -1.38
H -0.89 1.77 0.06
H 1.93 1.64 1.71
```


2) Formula: C6H8NO
Source: the Open Molecules 2025 dataset
Level of theory: ωB97M-V/def2-TZVPD

HOMO energy: -14.87 eV
Charge: +1
LUMO level: -4.843 eV
Gap between HOMO and LUMO: 10.03 eV

```
16
C6H8NO, DFT ωB97M-V/def2-TZVPD
O 2.84 1.52 0.53
N 1.52 -0.26 -0.32
C 1.91 1.13 -0.07
C 0.50 1.07 -0.57
C 1.23 -1.28 0.56
C -0.55 1.31 0.36
C -1.90 1.27 0.21
C 0.53 0.23 -1.72
H 1.94 -2.18 0.54
H -0.30 1.39 1.41
H -2.32 1.09 -0.81
H -0.40 -0.44 -1.79
H 0.20 -1.61 0.31
H -2.64 1.32 1.04
H 1.21 -0.91 1.54
H 0.92 0.35 -2.73
```


The computed energies, referenced to the most stable structure and given in kcal/mol, are 1) 0.0; 2) 34.2.


1) Formula: C2H4N4S
Source: the Open Molecules 2025 dataset
Level of theory: ωB97M-V/def2-TZVPD

HOMO energy: -8.04 eV
LUMO level: 0.042 eV
Gap between HOMO and LUMO: 8.09 eV

```
11
C2H4N4S, DFT ωB97M-V/def2-TZVPD
S -0.89 2.51 0.84
N 1.42 0.78 -1.50
N -1.16 -1.24 0.49
N 0.09 0.89 0.59
N -1.68 -2.27 0.78
C -0.39 -0.34 0.52
C 1.60 -0.37 -1.50
H 0.23 3.02 1.21
H 2.04 -1.35 -1.53
H 0.93 1.14 0.05
H -2.19 -2.78 0.04
```


2) Formula: C2H4N4S
Source: the Open Molecules 2025 dataset
Level of theory: ωB97M-V/def2-TZVPD

HOMO energy: -7.98 eV
LUMO level: 0.686 eV
Gap between HOMO and LUMO: 8.66 eV

```
11
C2H4N4S, DFT ωB97M-V/def2-TZVPD
S 2.12 1.44 -0.24
N -1.33 0.25 -1.12
N 1.85 0.03 0.64
N 0.03 -1.45 1.14
N 0.67 1.52 -0.97
C -0.11 0.57 -0.60
C 0.65 -0.39 0.56
H -0.95 -1.23 1.13
H -1.37 0.79 -1.94
H -2.12 0.26 -0.51
H 0.56 -1.79 1.91
```


The computed energies, referenced to the most stable structure and given in kcal/mol, are 1) 113.9; 2) 0.0.


1) Formula: C2H4N4S
Source: the Open Molecules 2025 dataset
Level of theory: ωB97M-V/def2-TZVPD

HOMO energy: -8.56 eV
LUMO level: -0.042 eV
Gap between HOMO and LUMO: 8.52 eV

```
11
C2H4N4S, DFT ωB97M-V/def2-TZVPD
S 0.17 0.60 -0.58
N 0.89 0.54 -2.15
N 1.61 -1.83 0.04
N -1.87 -0.87 2.22
N -2.65 -0.31 3.02
C -0.84 -1.26 1.84
C 1.02 -0.83 -0.01
H 1.57 1.36 -2.32
H -0.16 -1.92 1.32
H -3.47 -0.12 2.43
H 0.12 0.40 -2.77
```


2) Formula: C2H4N4S
Source: the Open Molecules 2025 dataset
Level of theory: ωB97M-V/def2-TZVPD

HOMO energy: -9.08 eV
LUMO level: 0.447 eV
Gap between HOMO and LUMO: 9.53 eV

```
11
C2H4N4S, DFT ωB97M-V/def2-TZVPD
S -1.64 0.31 1.08
N -0.49 0.42 -1.42
N 0.85 -0.29 0.16
N 0.73 0.15 -1.98
N 1.38 -0.69 1.38
C -0.40 0.15 -0.15
C 1.53 -0.28 -1.03
H 0.83 -1.46 1.73
H 1.33 0.08 2.05
H 2.55 -0.61 -1.12
H -2.56 0.74 0.19
```


The computed energies, referenced to the most stable structure and given in kcal/mol, are 1) 78.7; 2) 0.0.


1) Formula: C3H3Br3Cl6
Source: the Open Molecules 2025 dataset
Level of theory: ωB97M-V/def2-TZVPD

HOMO energy: -10.57 eV
LUMO level: -0.616 eV
Gap between HOMO and LUMO: 9.95 eV

```
15
C3H3Br3Cl6, DFT ωB97M-V/def2-TZVPD
Br 12.54 6.87 3.38
Br 9.95 8.09 5.04
Br 12.93 9.33 5.56
Cl 17.05 2.49 -2.86
Cl 9.64 1.60 0.84
Cl 6.88 2.15 1.49
Cl 7.82 2.81 -1.16
Cl 15.65 0.00 -2.01
Cl 14.18 2.08 -3.52
C 15.50 1.72 -2.42
C 11.69 8.49 4.23
C 8.31 2.63 0.57
H 11.59 9.16 3.37
H 8.55 3.63 0.94
H 15.20 2.22 -1.50
```


2) Formula: C3H3Br3Cl6
Source: the Open Molecules 2025 dataset
Level of theory: ωB97M-V/def2-TZVPD

HOMO energy: -10.21 eV
LUMO level: 0.229 eV
Gap between HOMO and LUMO: 10.44 eV

```
15
C3H3Br3Cl6, DFT ωB97M-V/def2-TZVPD
Br -1.80 1.16 -4.67
Br -0.52 3.64 -3.29
Br 1.18 1.11 -3.87
Cl 0.67 2.12 -0.02
Cl 1.34 -1.20 3.64
Cl -0.66 -3.36 4.06
Cl -1.32 0.68 1.66
Cl 1.25 -3.34 1.70
Cl 0.19 -0.64 -0.43
C 0.16 0.70 0.74
C -0.50 1.69 -3.44
C 0.28 -2.35 2.84
H -0.41 -1.80 2.11
H -0.68 1.28 -2.50
H 0.83 0.31 1.46
```


The computed energies, referenced to the most stable structure and given in kcal/mol, are 1) 0.0; 2) 1.3.